1.
{"formula": "C36H55FN4O10S", "method": "ωB97M-V with the def2-TZVPD basis set", "elements": ["C", "O", "C", "C", "C", "C", "C", "C", "C", "C", "N", "C", "C", "C", "C", "C", "N", "C", "C", "C", "O", "C", "F", "C", "N", "S", "N", "C", "H", "H", "H", "H", "H", "H", "H", "H", "H", "H", "H", "H", "H", "H", "H", "H", "H", "H", "H", "H", "H", "H", "H", "H", "H", "H", "H", "H", "H", "H", "H", "O", "C", "C", "C", "C", "O", "H", "H", "H", "H", "H", "H", "O", "C", "C", "C", "C", "O", "H", "H", "H", "H", "H", "H", "O", "C", "C", "C", "C", "O", "H", "H", "H", "H", "H", "H", "O", "C", "C", "C", "C", "O", "H", "H", "H", "H", "H", "H"], "coordinates": [[4.1495, -3.5459, -1.6998], [3.4256, -2.7274, -2.6749], [2.0064, -2.7539, -2.4134], [1.3882, -1.3609, -1.9373], [-0.1568, -1.1809, -1.7063], [-1.1283, -2.4388, -1.9548], [-2.4658, -2.1343, -2.7961], [-3.1543, -3.4610, -3.4632], [-2.7248, -3.6614, -5.0181], [-3.1791, -5.1570, -5.4255], [-2.2119, -6.0982, -4.7242], [-0.6737, 0.2474, -1.1884], [-2.2180, 0.5341, -0.8735], [-2.6253, -0.2372, 0.4976], [-4.0981, -0.8816, 0.4772], [-4.0683, -2.2632, 1.3335], [-3.3265, -3.3694, 0.6484], [-2.1808, -3.8856, 1.4718], [-4.1966, -4.4893, 0.2654], [-3.9185, -6.0193, 0.7001], [-5.1873, -4.2397, -0.4754], [0.2976, 1.4559, -0.9250], [-0.1882, 2.7407, -0.4746], [1.8386, 1.3367, -1.1324], [2.8676, 2.3209, -0.9015], [4.3624, 1.5517, -1.2755], [3.7567, 0.0087, -1.7177], [2.3034, -0.0988, -1.6315], [5.2616, -3.6504, -1.9608], [4.0873, -3.1303, -0.6345], [3.7172, -4.6151, -1.6760], [1.8357, -3.4967, -1.5368], [1.4837, -3.2194, -3.3265], [-0.5999, -3.3159, -2.4993], [-1.3737, -2.8594, -0.9023], [-3.2514, -1.7559, -2.0321], [-2.3542, -1.2977, -3.5732], [-4.2919, -3.2352, -3.4874], [-3.0323, -4.4013, -2.8273], [-3.2788, -2.8406, -5.6112], [-1.5829, -3.5217, -5.0527], [-3.2128, -5.3285, -6.5575], [-4.1966, -5.3366, -4.9109], [-2.7187, -6.5822, -3.9569], [-1.4813, -5.5504, -4.2334], [-2.9216, 0.3108, -1.7511], [-2.3544, 1.6628, -0.6528], [-1.8247, -1.0335, 0.6699], [-2.5946, 0.5573, 1.3393], [-4.5559, -1.0071, -0.5612], [-4.7844, -0.1652, 1.0777], [-5.1554, -2.5920, 1.5107], [-3.5223, -2.0828, 2.3400], [-1.4272, -3.0567, 1.7582], [-2.5211, -4.3850, 2.4453], [-1.5612, -4.6532, 0.8654], [-2.9391, -6.4379, 0.2553], [-4.7517, -6.7087, 0.2997], [-3.8263, -6.1218, 1.8359], [2.9896, 0.0757, 3.1532], [2.3365, 1.0898, 3.1326], [2.8058, 2.4287, 2.6339], [1.7614, 3.3633, 3.2011], [0.5365, 2.4828, 3.2714], [1.0346, 1.1641, 3.5286], [2.7979, 2.4256, 1.5413], [3.8006, 2.6628, 3.0126], [1.6096, 4.2640, 2.6050], [2.0546, 3.6713, 4.2094], [-0.0200, 2.4683, 2.3289], [-0.1385, 2.7840, 4.0755], [3.6583, 2.7990, 5.8725], [3.3471, 2.0341, 6.7492], [1.9422, 1.6295, 7.1025], [2.1257, 1.0045, 8.4687], [3.5369, 0.4703, 8.3955], [4.2393, 1.3767, 7.5385], [1.5847, 0.9043, 6.3670], [1.2820, 2.4961, 7.1418], [1.3862, 0.2368, 8.7032], [2.0621, 1.7803, 9.2387], [3.5804, -0.5303, 7.9553], [4.0161, 0.4461, 9.3760], [-0.4245, -1.5135, -6.3539], [-0.4244, -0.3939, -5.9277], [0.7701, 0.3295, -5.3887], [0.1299, 1.4779, -4.6487], [-1.1447, 1.7061, -5.4217], [-1.5216, 0.4118, -5.8998], [1.3904, 0.6710, -6.2211], [1.3446, -0.3089, -4.7171], [0.7619, 2.3660, -4.5911], [-0.1083, 1.1656, -3.6275], [-0.9993, 2.3709, -6.2787], [-1.9396, 2.1110, -4.7924], [3.6100, 5.6561, 1.4739], [2.9519, 6.6637, 1.4572], [3.4142, 8.0062, 0.9605], [2.3644, 8.9352, 1.5316], [1.1449, 8.0461, 1.6011], [1.6510, 6.7311, 1.8543], [3.4056, 8.0041, -0.1320], [4.4089, 8.2431, 1.3377], [2.2063, 9.8370, 0.9374], [2.6567, 9.2432, 2.5406], [0.5877, 8.0299, 0.6595], [0.4694, 8.3409, 2.4062]], "max_force_ev_per_a": 5.58, "smiles": "COCc1c(CCCCCN)c(CCCCN(C)C(C)=O)c(F)c2nsnc12.O=C1CCCO1.O=C1CCCO1.O=C1CCCO1.O=C1CCCO1", "molar_mass_da": 754.919, "lumo_energy_ev": -1.131, "charge": 0}

2.
{"formula": "C21H24N2O4SeSi2Ti", "method": "ωB97M-V with the def2-TZVPD basis set", "elements": ["Ti", "O", "C", "O", "C", "C", "N", "N", "C", "C", "O", "O", "H", "H", "H", "C", "Si", "C", "C", "C", "C", "C", "C", "C", "Si", "C", "C", "H", "H", "H", "H", "H", "H", "H", "H", "H", "H", "H", "H", "H", "H", "H", "H", "Se", "C", "C", "C", "C", "C", "C", "H", "H", "H", "H", "H"], "coordinates": [[0.4099, 0.9630, -1.0070], [6.6846, 2.7278, -1.5521], [5.3634, 3.1573, -1.5200], [5.1736, 4.3361, -1.5841], [4.3587, 2.0865, -1.4206], [4.6556, 0.7482, -1.3855], [3.5197, 0.0384, -1.3046], [2.4246, 0.8501, -1.2436], [2.9139, 2.1589, -1.3293], [1.8962, 3.1762, -1.4975], [2.0568, 4.3802, -1.3724], [0.6923, 2.6060, -1.8336], [6.7074, 1.7747, -1.4315], [5.5975, 0.2209, -1.4395], [3.4077, -0.9428, -1.1262], [-3.1513, 1.3334, 0.5506], [-2.1736, 0.8062, -1.0055], [-3.3000, 1.4719, -2.4091], [-2.6225, -1.0800, -1.1197], [-3.9562, -1.4978, -0.9830], [-4.3253, -2.8341, -1.0299], [-3.3482, -3.8047, -1.2266], [-2.0265, -3.4131, -1.3816], [-1.6343, -2.0656, -1.3322], [0.2280, -1.5992, -1.5374], [0.7047, -2.5380, -3.1409], [1.0128, -2.7645, -0.2305], [-4.2250, 1.1250, 0.4690], [-3.0266, 2.4050, 0.7382], [-2.7597, 0.8063, 1.4249], [-4.3545, 1.2439, -2.2129], [-3.0269, 1.0164, -3.3659], [-3.2011, 2.5569, -2.5200], [-4.7306, -0.7489, -0.8336], [-5.3664, -3.1199, -0.9118], [-3.6160, -4.8568, -1.2527], [-1.2722, -4.1806, -1.5408], [0.4965, -3.6093, -3.0402], [1.7700, -2.4220, -3.3723], [0.1414, -2.1627, -4.0011], [0.8109, -3.8191, -0.4549], [0.6035, -2.5283, 0.7540], [2.1014, -2.6460, -0.1471], [0.8296, 0.6201, 1.6022], [0.2333, 0.7931, 3.3910], [-1.0038, 0.3006, 3.8229], [-1.3860, 0.3987, 5.1545], [-0.5485, 0.9945, 6.0894], [0.6801, 1.4923, 5.6697], [1.0666, 1.3945, 4.3397], [-1.6602, -0.1660, 3.0993], [-2.3477, 0.0042, 5.4648], [-0.8483, 1.0711, 7.1282], [1.3468, 1.9606, 6.3861], [2.0240, 1.7805, 4.0125]], "max_force_ev_per_a": 1.77, "molar_mass_da": 551.432, "lumo_energy_ev": [4.363, 4.371], "charge": -2}

3.
{"formula": "C26H20Cl2CoF5N7O8", "method": "ωB97M-V with the def2-TZVPD basis set", "elements": ["Co", "Cl", "C", "C", "C", "Cl", "C", "O", "C", "C", "O", "C", "H", "H", "H", "C", "C", "N", "C", "C", "N", "C", "O", "O", "C", "O", "O", "H", "H", "H", "H", "H", "F", "C", "C", "F", "C", "F", "C", "O", "C", "F", "C", "F", "C", "C", "C", "C", "N", "N", "H", "H", "H", "H", "H", "H", "H", "H", "H", "H", "H", "H", "O", "N", "C", "C", "N", "C", "N"], "coordinates": [[9.7142, 10.6185, 13.9732], [6.3019, 17.3847, 15.5944], [7.3668, 15.9903, 15.3396], [8.5476, 15.9261, 16.0047], [9.4036, 14.8540, 15.8233], [10.9920, 15.0358, 16.4970], [9.0280, 13.6618, 15.0805], [9.7815, 12.6530, 15.0442], [7.7660, 13.7959, 14.3817], [7.2123, 12.7105, 13.6041], [7.7567, 11.6413, 13.3105], [6.9861, 14.9696, 14.5017], [8.8662, 16.7638, 16.5981], [6.1700, 12.8401, 13.2793], [5.9978, 14.9908, 14.0305], [12.8110, 11.6433, 15.7309], [12.6346, 10.2819, 15.1709], [11.6339, 9.8625, 14.4441], [11.8865, 8.5572, 14.0924], [13.0382, 8.1656, 14.6834], [13.5211, 9.2386, 15.3646], [13.7186, 6.8238, 14.7380], [13.2189, 5.8895, 14.0413], [14.7522, 6.7944, 15.4360], [10.8510, 7.8574, 13.3154], [11.0842, 6.6305, 12.8646], [9.8049, 8.4426, 13.0494], [12.2915, 12.3826, 15.0954], [13.8305, 11.9768, 15.7287], [12.4583, 11.6661, 16.7730], [14.4204, 9.1776, 15.8811], [12.0085, 6.3065, 13.2367], [9.6406, 11.1839, 6.7686], [9.8001, 11.2775, 8.1154], [9.0428, 10.5173, 8.9512], [8.0590, 9.7747, 8.4312], [9.2582, 10.5084, 10.3052], [8.4381, 9.8122, 11.0778], [10.2303, 11.3186, 10.9463], [10.4835, 11.3580, 12.2103], [10.9464, 12.1339, 10.0556], [11.7555, 13.0820, 10.5499], [10.7365, 12.1014, 8.6901], [11.4364, 12.9072, 7.8355], [10.0582, 7.0739, 17.9026], [9.4880, 8.5246, 17.8578], [7.9818, 8.3856, 17.6892], [9.8525, 9.2323, 19.1350], [10.1295, 9.1163, 16.7223], [9.6002, 10.3461, 16.2494], [9.7693, 6.5439, 18.8169], [11.1481, 7.1579, 17.8446], [9.6799, 6.4895, 17.0511], [7.5484, 7.8747, 18.5776], [7.6809, 7.7648, 16.8483], [7.4830, 9.3850, 17.5689], [9.3966, 8.8216, 20.0181], [9.5265, 10.2793, 19.0900], [10.9382, 9.2774, 19.2673], [10.1490, 8.5066, 15.9254], [10.0615, 11.1082, 16.7663], [8.5770, 10.4138, 16.3409], [7.8794, 9.3065, 14.6083], [7.1396, 8.7199, 13.7723], [5.8306, 8.7660, 14.0206], [4.9564, 7.9946, 13.2119], [4.2710, 7.3160, 12.5969], [5.3726, 9.4741, 15.1266], [5.0422, 10.1018, 16.0302]], "max_force_ev_per_a": 2.49, "relative_energy_kj_mol": 47.8, "multiplicity": 4, "s_squared": 3.756, "molar_mass_da": 783.316, "lumo_energy_ev": [3.822, 3.822], "charge": -2}

4.
{"formula": "C10H30MgNO8S5", "method": "ωB97M-V with the def2-TZVPD basis set", "elements": ["Mg", "N", "O", "O", "O", "C", "S", "O", "C", "H", "H", "H", "H", "H", "H", "C", "S", "O", "C", "H", "H", "H", "H", "H", "H", "C", "S", "O", "C", "H", "H", "H", "H", "H", "H", "C", "S", "O", "C", "H", "H", "H", "H", "H", "H", "C", "S", "O", "C", "H", "H", "H", "H", "H", "H"], "coordinates": [[-0.2008, 0.7058, 0.1928], [0.4823, 3.5417, 1.4198], [1.6352, 3.3567, 1.8787], [-0.0332, 2.6228, 0.6974], [-0.1096, 4.6011, 1.5466], [0.3266, -0.8783, 3.7509], [-1.2730, -0.2368, 3.2535], [-1.1081, 0.2812, 1.8792], [-2.1435, -1.7896, 3.1236], [0.2375, -1.4411, 4.6756], [0.9391, 0.0093, 3.8988], [0.7426, -1.4532, 2.9249], [-3.2060, -1.5749, 3.0168], [-1.9893, -2.4002, 4.0114], [-1.8263, -2.3342, 2.2343], [-4.5268, 1.2530, -0.0885], [-3.1043, 1.6032, -1.1054], [-1.9666, 0.8713, -0.5160], [-3.6479, 0.6598, -2.5233], [-4.3154, 1.6046, 0.9190], [-4.7749, 0.1924, -0.0399], [-5.3498, 1.8165, -0.5275], [-4.7103, 0.8505, -2.6835], [-3.6011, -0.4060, -2.2815], [-3.0748, 0.8859, -3.4152], [-0.1668, -3.8336, 0.2836], [0.5139, -2.4649, -0.6265], [-0.3544, -1.2912, -0.3567], [0.0699, -3.0148, -2.2684], [0.1031, -3.7137, 1.3272], [0.3069, -4.7335, -0.1172], [-1.2391, -3.9042, 0.1123], [-0.9595, -3.3737, -2.2774], [0.7773, -3.7652, -2.6090], [0.0980, -2.1158, -2.8819], [2.2329, 2.7037, -2.7787], [1.4822, 1.0819, -2.6728], [0.6227, 1.1355, -1.4646], [0.3887, 1.2630, -4.0542], [3.1099, 2.6776, -3.4214], [2.5168, 2.9609, -1.7591], [1.5011, 3.4159, -3.1538], [-0.3251, 2.0621, -3.8578], [-0.1245, 0.3425, -4.3293], [0.9964, 1.5167, -4.9293], [3.6952, -1.0464, 0.7876], [2.9981, 0.6087, 0.8549], [1.5253, 0.4925, 1.0655], [3.7236, 1.0916, 2.4215], [3.2962, -1.6234, 1.6237], [4.7655, -0.8912, 0.9108], [3.4725, -1.5419, -0.1504], [3.1034, 0.7063, 3.2238], [3.7195, 2.1784, 2.4035], [4.7490, 0.7351, 2.4516]], "max_force_ev_per_a": 1.64, "relative_energy_kj_mol": 9.3, "molar_mass_da": 476.989, "lumo_energy_ev": -2.173, "charge": 1}

5.
{"formula": "C3H10S", "method": "ωB97M-V with the def2-TZVPD basis set", "elements": ["C", "C", "H", "H", "H", "H", "H", "H", "C", "S", "H", "H", "H", "H"], "coordinates": [[0.9569, -1.0668, -1.1670], [-0.3729, -1.0008, -1.9154], [1.0395, -1.8699, -0.4582], [1.9966, -1.1510, -1.6274], [1.1590, -0.0834, -0.6839], [-0.9575, -1.8784, -1.6437], [-0.1937, -1.0814, -3.1103], [-0.8892, -0.0919, -1.6708], [-0.0936, 1.6509, 1.7220], [-0.9571, 0.1345, 2.5131], [0.6074, 1.2879, 0.9017], [0.3512, 1.8959, 2.6465], [-0.7732, 2.3441, 1.3417], [-1.8732, 0.9104, 3.1517]], "max_force_ev_per_a": 3.62, "relative_energy_kj_mol": 120.6, "smiles": "CC.CS", "molar_mass_da": 78.180, "lumo_energy_ev": 0.916, "charge": 0}

6.
{"formula": "C4H13N3", "method": "ωB97M-V with the def2-TZVPD basis set", "elements": ["C", "C", "C", "N", "C", "N", "N", "H", "H", "H", "H", "H", "H", "H", "H", "H", "H", "H", "H", "H"], "coordinates": [[0.0572, -3.0684, 2.3066], [1.4761, -3.4779, 1.9406], [2.1448, -2.1325, 1.7204], [-3.2808, 3.5160, -2.8417], [-2.0206, 3.9260, -2.4315], [-0.9519, 3.4863, -2.9408], [-0.1924, -2.0181, 1.2853], [0.0826, -2.6275, 3.3143], [-0.6887, -3.8742, 2.3009], [2.0030, -4.1595, 2.6064], [1.3474, -4.0262, 0.9902], [2.6473, -1.7220, 2.6067], [2.8367, -2.1137, 0.8739], [-4.1687, 3.9945, -2.6826], [-3.1286, 3.0753, -3.7700], [-2.1115, 4.7235, -1.6785], [1.6263, 4.8219, -3.2615], [2.2961, 4.6822, -2.9680], [-0.9104, -1.3245, 1.5104], [0.9360, -1.6811, 1.1188]], "max_force_ev_per_a": 3.60, "relative_energy_kj_mol": 1059.1, "molar_mass_da": 103.169, "lumo_energy_ev": -12.082, "charge": 2}

7.
{"formula": "C4H7N3", "method": "ωB97M-V with the def2-TZVPD basis set", "elements": ["H", "N", "C", "C", "N", "N", "C", "C", "H", "H", "H", "H", "H", "H"], "coordinates": [[-1.2402, 2.4937, -0.9005], [-0.7137, 1.9330, -0.2375], [-1.1207, 0.7256, -0.2279], [-2.1326, 0.1794, -1.1335], [-2.8762, -0.2994, -1.8792], [-0.6333, -0.2189, 0.6374], [0.7564, -0.1097, 1.0509], [1.6084, -0.8629, -0.0039], [-0.8853, -1.1743, 0.4202], [1.0218, 0.9496, 1.0932], [0.7983, -0.4677, 2.0865], [0.9854, -1.0880, -0.8831], [2.0056, -1.8180, 0.3518], [2.4262, -0.2424, -0.3745]], "max_force_ev_per_a": 1.12, "relative_energy_kj_mol": 71.5, "smiles": "[H]/N=C(\\C#N)NCC", "molar_mass_da": 97.121, "lumo_energy_ev": 0.689, "charge": 0}

8.
{"formula": "C25H44N2O5P", "method": "ωB97M-V with the def2-TZVPD basis set", "elements": ["C", "C", "C", "C", "N", "C", "C", "C", "C", "C", "C", "C", "C", "C", "O", "C", "C", "O", "C", "C", "C", "O", "C", "C", "C", "P", "N", "H", "H", "H", "H", "H", "H", "H", "H", "H", "H", "H", "H", "H", "H", "H", "H", "H", "H", "H", "H", "H", "H", "H", "H", "H", "H", "H", "H", "H", "H", "H", "H", "H", "H", "H", "H", "H", "H", "O", "C", "O", "C", "C", "C", "H", "H", "H", "H", "H", "H"], "coordinates": [[-0.2067, -4.1457, -2.2776], [-0.9474, -4.1564, -0.9358], [-0.6192, -2.8657, -0.1122], [0.1720, -3.1427, 1.1773], [-1.8363, -2.0602, 0.1529], [-1.9483, -0.8145, -0.3771], [-0.8406, -0.1891, -1.1920], [-0.7751, 1.3400, -1.1137], [-0.4518, 1.8468, 0.3146], [0.9644, 2.4465, 0.3630], [2.0601, 1.3958, 0.3338], [2.2104, 0.6492, 1.6649], [3.5285, -0.1200, 1.7721], [3.4072, -1.2963, 2.7435], [4.2846, -2.3894, 2.4278], [5.5995, -1.9927, 2.4140], [6.3714, -2.3865, 1.1894], [6.0764, -1.3831, 3.3166], [-3.1181, -0.0809, -0.1868], [-4.1681, -0.5801, 0.5490], [-5.4020, 0.2373, 0.7375], [-5.0418, 1.6011, 0.7216], [-6.1375, 2.4285, 1.0931], [-4.0148, -1.8475, 1.1140], [-2.8607, -2.5627, 0.9152], [-2.9242, -4.2012, 1.8171], [-4.3166, -4.3844, 2.4973], [0.7885, -3.7227, -2.1553], [-0.0885, -5.1663, -2.6254], [-0.7226, -3.5232, -3.0042], [-0.5578, -4.9888, -0.3587], [-2.0209, -4.2238, -1.0743], [0.0567, -2.3185, -0.7440], [-0.1321, -2.4268, 1.9402], [-0.0397, -4.1259, 1.5862], [1.2385, -3.0611, 1.0035], [0.1388, -0.5516, -0.9123], [-1.0287, -0.4586, -2.2354], [0.0678, 1.6132, -1.7470], [-1.6431, 1.8222, -1.5542], [-0.4345, 0.9705, 0.9678], [-1.1741, 2.5687, 0.6811], [1.0839, 3.0727, -0.5202], [1.0816, 3.0977, 1.2285], [3.0120, 1.8833, 0.1252], [1.9284, 0.6739, -0.4741], [2.1347, 1.3804, 2.4681], [1.3817, -0.0578, 1.7772], [3.8615, -0.4680, 0.7955], [4.2679, 0.5646, 2.1825], [2.3998, -1.6924, 2.6478], [3.5420, -0.9718, 3.7722], [6.8857, -1.5017, 0.8340], [7.0924, -3.1575, 1.4417], [5.6994, -2.7874, 0.4382], [-3.2423, 0.8983, -0.6128], [-5.8344, -0.0042, 1.7133], [-6.1269, 0.0344, -0.0564], [-6.0307, 3.3919, 0.6083], [-6.1767, 2.5690, 2.1735], [-7.0825, 1.9870, 0.7764], [-4.8150, -2.2768, 1.7012], [-1.8763, -4.1711, 2.7468], [-2.6745, -5.2058, 0.8714], [-4.7879, -5.2077, 2.1448], [2.5972, 2.9540, -2.6865], [2.1500, 4.0468, -2.8852], [1.4882, 4.7417, -1.9270], [0.9642, 5.9670, -2.4797], [1.8231, 6.2492, -3.7051], [2.1749, 4.8390, -4.1761], [-0.0859, 5.8089, -2.7339], [1.0314, 6.7493, -1.7282], [1.3154, 6.8550, -4.4522], [2.7312, 6.7741, -3.4071], [1.4186, 4.4303, -4.8480], [3.1541, 4.7803, -4.6417]], "max_force_ev_per_a": 1.41, "relative_energy_kj_mol": 0.0, "molar_mass_da": 483.610, "lumo_energy_ev": -3.789, "charge": 1}